No. 1
ORCA calculation (ωB97M-V/def2-TZVPD) on a molecular structure, C28H21AsN5O6PtS5 in a non-equilibrium geometry.

Properties
net charge = -1
maximum force = 0.071 hartree/bohr
orbital gap (spin up / spin down) = 4.17 / 3.83 eV

Last column: Mulliken charge in e.
Positions of all 67 atoms, in Å:
Pt (0.007, -0.148, 0.056)  2.06
S (3.274, 1.872, 3.120)  -0.48
As (2.318, 0.136, 2.336)  0.44
S (0.189, 0.107, 2.789)  -0.20
S (2.387, -0.065, 0.130)  -0.34
S (3.294, -1.513, 3.294)  -0.55
O (-0.009, 4.456, -4.228)  -0.61
C (0.045, 3.508, -3.463)  0.33
C (0.035, 3.603, -1.942)  0.00
O (0.008, 4.638, -1.314)  -0.64
C (0.041, 2.219, -1.443)  0.75
C (0.098, 1.306, -2.544)  0.96
O (0.119, 0.056, -2.440)  -0.91
C (0.077, 2.070, -3.827)  0.15
O (0.053, 1.607, -4.959)  -0.65
O (-0.017, 1.874, -0.212)  -1.00
S (-6.696, -0.132, -0.075)  -0.12
C (-4.918, -0.103, -0.023)  0.10
C (-4.175, 0.205, -1.167)  -0.76
C (-2.805, 0.181, -1.094)  -0.10
N (-2.133, -0.127, 0.034)  -0.45
C (-2.852, -0.375, 1.147)  -0.25
C (-4.224, -0.376, 1.162)  -0.72
C (-6.888, -1.869, -0.531)  0.40
C (-6.960, -2.248, -1.863)  -0.17
C (-7.117, -3.596, -2.147)  -0.42
N (-7.206, -4.532, -1.219)  -0.58
C (-7.134, -4.159, 0.047)  -0.45
C (-6.974, -2.844, 0.452)  -0.16
H (-4.667, 0.453, -2.095)  0.53
H (-2.222, 0.416, -1.974)  0.50
H (-2.291, -0.563, 2.054)  0.29
H (-4.763, -0.586, 2.073)  0.47
H (-6.903, -1.513, -2.649)  0.39
H (-7.182, -3.943, -3.169)  0.38
H (-7.216, -4.956, 0.775)  0.37
H (-6.928, -2.578, 1.495)  0.38
C (-3.196, -0.540, -8.649)  -1.47
C (-2.760, -1.240, -7.398)  0.89
C (-1.812, -0.693, -6.544)  -1.04
C (-1.437, -1.343, -5.384)  -0.60
C (-2.011, -2.565, -5.048)  0.79
N (-1.607, -3.172, -3.843)  -0.11
C (-2.054, -4.338, -3.326)  0.30
O (-2.855, -5.090, -3.841)  -0.70
N (-1.496, -4.733, -2.104)  0.02
C (-0.759, -4.111, -1.112)  0.42
C (-0.034, -4.919, -0.221)  -0.52
C (0.678, -4.316, 0.802)  -1.05
C (0.649, -2.942, 0.936)  0.15
N (-0.051, -2.165, 0.101)  -0.31
C (-0.744, -2.737, -0.902)  -0.31
C (-2.953, -3.132, -5.902)  -0.52
C (-3.314, -2.469, -7.059)  -0.74
H (-2.680, 0.409, -8.765)  0.33
H (-4.268, -0.350, -8.624)  0.33
H (-2.992, -1.155, -9.525)  0.34
H (-1.355, 0.257, -6.773)  0.45
H (-0.698, -0.887, -4.740)  0.36
H (-0.846, -2.691, -3.382)  0.25
H (-1.702, -5.708, -1.928)  0.25
H (-0.044, -5.990, -0.351)  0.44
H (1.254, -4.900, 1.498)  0.45
H (1.181, -2.468, 1.751)  0.10
H (-1.325, -2.072, -1.527)  0.65
H (-3.392, -4.082, -5.651)  0.52
H (-4.048, -2.919, -7.712)  0.38

No. 2
ORCA calculation (ωB97M-V/def2-TZVPD) on a single C3H4N2S2 molecule in a non-equilibrium geometry.

Properties
net charge = 0
maximum force = 0.044 hartree/bohr
SMILES string = S=C1CSN=CN1
orbital gap = 8.36 eV

Last column: Mulliken charge in e.
Positions of all 11 atoms, in Å:
C (-0.342, 0.306, 0.891)  0.19
C (0.429, 1.315, 0.078)  -0.58
C (0.015, -1.300, -0.873)  0.05
H (1.509, 1.173, 0.179)  0.29
H (0.166, 2.301, 0.550)  0.33
H (-0.011, -2.373, -1.167)  0.34
H (-0.824, -1.694, 1.027)  0.29
N (0.283, -0.537, -1.845)  -0.42
N (-0.400, -0.952, 0.382)  -0.17
S (-0.861, 0.554, 2.436)  -0.32
S (0.036, 1.206, -1.659)  -0.01